C26H66InNOP as an isolated structure, computed with ωB97M-V/def2-TZVPD.

```
96
Properties=species:S:1:pos:R:3:forces:R:3:lowdin_charge:R:1
N 1.16060 -1.22992 -0.41779 0.0230 0.0410 -0.0398 -0.028
C 1.51916 0.14102 -0.82749 0.1009 0.0991 0.0628 -0.434
C 0.38462 0.87948 -1.51162 -0.4096 -0.4048 0.2810 -0.349
In -1.53185 0.45695 -0.42766 0.4260 0.3696 0.0711 0.318
P -2.20106 -1.91944 -1.15293 -0.2132 0.4140 -0.1371 0.442
O -3.40738 -2.06376 -2.04680 -0.3290 -0.1399 -0.1135 -0.634
H 1.26405 -1.86393 -1.19916 -0.1307 -0.0509 -0.1125 0.050
H 1.79770 -1.55976 0.29419 0.0678 -0.0349 0.1029 0.044
H 1.77284 0.68986 0.08257 0.0012 -0.0567 0.0968 0.076
H 2.42799 0.12685 -1.44892 0.1122 0.0558 -0.0033 0.086
H 0.57380 1.95161 -1.47512 0.0370 0.1125 -0.1950 0.015
H 0.27996 0.56143 -2.55090 0.0462 0.1133 -0.1243 0.017
H -2.77786 1.61074 -0.91276 -0.0377 -0.1388 0.0056 -0.122
H -1.19885 0.54824 1.31289 -0.0775 -0.0909 -0.0420 -0.134
H -2.29756 -2.74971 0.00647 0.1613 -0.1421 -0.0064 -0.078
H -1.09560 -2.57181 -1.76961 0.2140 -0.0966 0.2045 -0.083
C -3.30699 2.13507 -4.10693 -0.0394 -0.0073 0.0172 -0.111
C -4.69174 2.16024 -3.47274 -0.0169 -0.0142 -0.0483 -0.274
C -5.80934 2.54088 -4.44335 0.0014 -0.0064 0.0184 -0.231
C -5.67894 3.93590 -5.05847 -0.0088 -0.0112 -0.0198 -0.237
C -5.59070 5.07444 -4.04400 -0.0346 0.0336 0.0068 -0.275
C -6.82258 5.19191 -3.15136 0.0509 0.0096 -0.0107 -0.117
H -3.00836 3.11620 -4.48532 -0.0023 0.0012 0.0038 0.063
H -2.57335 1.82156 -3.36647 0.0587 -0.0036 -0.0134 0.029
H -3.27577 1.42688 -4.93886 0.0064 0.0095 -0.0184 0.076
H -4.68416 2.84058 -2.61717 -0.0087 -0.0060 0.0194 0.090
H -4.90296 1.17225 -3.05955 0.0168 -0.0096 0.0231 0.108
H -6.77228 2.45709 -3.93031 -0.0057 0.0057 -0.0072 0.098
H -5.83895 1.80786 -5.25625 0.0031 -0.0115 0.0014 0.106
H -6.53783 4.11337 -5.71620 -0.0010 0.0114 0.0023 0.103
H -4.79484 3.96787 -5.70098 0.0082 -0.0088 0.0017 0.098
H -5.44945 6.01496 -4.58505 0.0073 0.0080 0.0077 0.099
H -4.70242 4.94542 -3.42099 0.0124 -0.0127 -0.0048 0.099
H -7.72364 5.34671 -3.75031 -0.0135 -0.0187 -0.0009 0.070
H -6.73020 6.03255 -2.46185 -0.0082 0.0087 -0.0002 0.065
H -6.96904 4.29250 -2.55276 0.0005 -0.0097 0.0046 0.065
C 8.44874 1.57726 0.16449 -0.0164 -0.0083 0.0552 -0.115
C 7.93192 0.66978 1.27711 0.0369 0.0115 -0.0304 -0.274
C 7.05920 -0.47798 0.77229 -0.0076 -0.0147 -0.0039 -0.232
C 5.78532 -0.04279 0.04528 0.0089 -0.0040 -0.0081 -0.226
C 4.85909 0.86030 0.85630 -0.0333 0.0006 0.0467 -0.261
C 4.32697 0.20683 2.12814 0.0266 0.0538 -0.0224 -0.095
H 7.63132 2.06189 -0.37053 -0.0086 0.0018 -0.0055 0.065
H 9.09085 2.36360 0.56397 0.0121 0.0006 -0.0034 0.066
H 9.03094 1.00664 -0.56257 -0.0089 -0.0039 -0.0210 0.072
H 7.37541 1.26686 2.00443 -0.0127 -0.0067 0.0107 0.097
H 8.78263 0.24820 1.81973 0.0046 0.0085 0.0107 0.101
H 6.79615 -1.12005 1.61721 -0.0113 -0.0015 0.0024 0.100
H 7.65191 -1.10123 0.09434 0.0117 -0.0001 0.0014 0.107
H 5.23098 -0.93889 -0.25050 -0.0172 0.0011 -0.0054 0.110
H 6.04974 0.46434 -0.88672 0.0078 -0.0025 -0.0027 0.102
H 4.01505 1.14053 0.22484 -0.0027 0.0232 -0.0106 0.083
H 5.37044 1.79373 1.11178 0.0206 -0.0044 -0.0104 0.099
H 3.78142 -0.70995 1.89347 0.0036 -0.0185 0.0027 0.072
H 3.64016 0.87180 2.65281 -0.0173 -0.0066 -0.0066 0.051
H 5.13085 -0.05012 2.82127 0.0037 -0.0085 0.0023 0.065
C 1.02056 1.79923 3.99747 -0.0150 0.0225 0.0462 -0.113
C 0.59659 3.17348 4.50390 0.0199 -0.0295 -0.0340 -0.264
C 1.63627 4.26290 4.24447 -0.0077 0.0154 0.0019 -0.228
C 2.99239 4.02839 4.91264 0.0080 0.0021 -0.0194 -0.231
C 2.93857 3.85572 6.42932 0.0086 0.0381 0.0276 -0.273
C 2.38731 5.07502 7.16293 0.0106 -0.0579 -0.0017 -0.116
H 1.92269 1.44395 4.50131 0.0011 0.0007 0.0015 0.058
H 0.23643 1.06092 4.16058 -0.0128 -0.0129 -0.0357 0.070
H 1.21595 1.82726 2.92403 0.0018 -0.0250 -0.0176 0.066
H 0.36950 3.11872 5.57331 0.0012 0.0216 0.0078 0.096
H -0.33490 3.46039 4.01118 -0.0158 -0.0111 -0.0007 0.107
H 1.23200 5.22825 4.56313 0.0115 0.0054 0.0072 0.098
H 1.79475 4.34602 3.16507 -0.0109 -0.0048 -0.0119 0.110
H 3.64895 4.87246 4.67558 0.0079 0.0031 0.0077 0.107
H 3.46650 3.14656 4.47332 -0.0041 -0.0051 -0.0095 0.094
H 3.94861 3.64612 6.79229 0.0005 -0.0095 0.0115 0.101
H 2.33854 2.97739 6.68136 -0.0015 -0.0129 -0.0125 0.097
H 2.98792 5.96182 6.94787 -0.0095 0.0167 -0.0143 0.072
H 2.39361 4.92097 8.24308 0.0067 0.0081 0.0070 0.065
H 1.35934 5.28948 6.86838 -0.0086 0.0024 -0.0064 0.064
C -1.90186 -9.50873 -0.85222 -0.0524 0.0162 0.0144 -0.118
C -3.23129 -8.87771 -1.25618 0.0249 -0.0420 -0.0036 -0.276
C -3.11750 -7.91958 -2.44040 0.0020 0.0041 -0.0221 -0.234
C -2.20940 -6.71149 -2.20313 0.0227 -0.0058 -0.0035 -0.228
C -2.59026 -5.84670 -1.00286 -0.0409 0.0281 -0.0048 -0.272
C -3.98068 -5.22914 -1.11403 0.0036 -0.1187 0.0068 -0.120
H -1.18095 -8.75433 -0.53537 0.0053 0.0095 -0.0005 0.064
H -2.03193 -10.20705 -0.02371 0.0030 -0.0122 -0.0020 0.064
H -1.46336 -10.05888 -1.68821 0.0187 0.0089 -0.0102 0.071
H -3.66117 -8.35467 -0.39818 -0.0092 0.0167 -0.0011 0.097
H -3.93963 -9.67035 -1.51442 -0.0066 -0.0051 0.0119 0.100
H -4.11787 -7.57301 -2.71134 -0.0027 0.0132 0.0020 0.100
H -2.74422 -8.47405 -3.30877 -0.0016 -0.0116 0.0020 0.105
H -2.22434 -6.08702 -3.10119 -0.0015 0.0177 0.0009 0.112
H -1.17449 -7.04914 -2.08885 -0.0023 -0.0089 -0.0051 0.098
H -1.85511 -5.04475 -0.91154 0.0009 0.0167 0.0131 0.076
H -2.51509 -6.43252 -0.08006 0.0172 -0.0127 -0.0071 0.096
H -4.05921 -4.60506 -2.00455 -0.0015 0.0463 0.0190 0.064
H -4.19148 -4.58571 -0.26007 0.0109 0.0323 -0.0024 0.065
H -4.75782 -5.99793 -1.14972 -0.0012 0.0007 0.0025 0.060
```
Forces are in eV/Å.

Its net charge is -1. As for the spin multiplicity: 1. Its gap between HOMO and LUMO is 6.98 eV.

=====

C43H45MnN5O2Si as an isolated structure, computed with ωB97M-V/def2-TZVPD.

```
97
Properties=species:S:1:pos:R:3:forces:R:3:lowdin_charge:R:1
Mn 0.19115 -0.32974 -0.39107 0.0388 0.4045 0.4511 0.859
C 1.65423 0.93564 0.21701 0.0129 0.1266 -0.1406 -0.286
Si 1.77126 1.45407 2.00041 0.0027 0.0878 0.0118 0.631
C 0.89038 0.09198 2.98113 0.1028 -0.0185 0.0077 -0.240
N -0.38759 -0.34253 2.39918 -0.0013 -0.0298 -0.0743 -0.215
C -0.88966 -1.57324 3.05592 0.0249 -0.0292 -0.0056 -0.197
C -1.72537 -1.27698 4.29387 -0.0031 -0.0224 0.0152 -0.163
C -3.01143 -0.53819 3.88703 -0.0181 0.0107 0.0085 -0.174
C -2.78935 0.23025 2.57809 -0.0136 0.0238 0.0038 -0.166
C -1.36901 0.75956 2.52552 -0.0130 0.0270 -0.0119 -0.188
C 3.55624 1.40798 2.57920 -0.0214 -0.0491 -0.0091 -0.238
C 4.16936 2.49912 3.19442 -0.0068 0.0335 0.0015 -0.081
C 5.49343 2.43786 3.61032 0.0040 -0.0025 0.0026 -0.076
C 6.22953 1.27923 3.41870 -0.0032 -0.0020 0.0026 -0.082
C 5.63914 0.17883 2.81019 0.0076 0.0126 0.0050 -0.085
C 4.31847 0.24951 2.39698 0.0123 -0.0193 0.0058 -0.114
C 1.09621 3.17396 2.31482 0.0164 -0.0212 -0.0009 -0.265
C 0.55018 3.53226 3.54983 -0.0158 -0.0043 0.0112 -0.104
C 0.10616 4.82341 3.79667 0.0029 0.0018 -0.0081 -0.074
C 0.20937 5.79228 2.80856 0.0058 0.0023 0.0025 -0.078
C 0.77247 5.46747 1.58291 -0.0032 0.0078 0.0147 -0.078
C 1.21359 4.17323 1.34609 -0.0115 -0.0193 -0.0560 -0.109
H 2.53278 0.29078 0.03514 -0.0337 -0.0404 -0.0235 0.005
H 1.75609 1.76636 -0.48730 0.0288 0.0181 0.0386 0.017
H 0.78939 0.35721 4.04524 -0.0305 0.0031 -0.0056 0.097
H 1.59439 -0.75065 2.96506 -0.0253 -0.0167 -0.0032 0.078
H -0.02853 -2.19779 3.29748 -0.0071 0.0072 0.0224 0.117
H -1.49642 -2.14137 2.34293 -0.0045 0.0073 -0.0011 0.106
H -1.13640 -0.67184 4.98756 0.0032 0.0092 -0.0095 0.110
H -1.95432 -2.20528 4.81834 -0.0009 0.0004 -0.0017 0.116
H -3.30540 0.15735 4.67511 0.0039 -0.0044 0.0006 0.112
H -3.83663 -1.24343 3.77174 0.0100 -0.0048 -0.0111 0.110
H -3.49523 1.05575 2.47801 0.0067 -0.0056 -0.0015 0.122
H -2.95249 -0.42792 1.72448 -0.0141 -0.0153 -0.0581 0.079
H -1.18162 1.32113 3.45047 0.0176 -0.0012 0.0166 0.116
H -1.22655 1.46710 1.70707 0.0022 -0.0037 -0.0352 0.097
H 3.60861 3.41356 3.35104 -0.0038 0.0001 -0.0061 0.099
H 5.94999 3.29708 4.08417 0.0011 0.0034 0.0029 0.106
H 7.26108 1.23106 3.74202 0.0026 -0.0002 0.0022 0.106
H 6.21001 -0.72861 2.66004 0.0012 -0.0039 -0.0017 0.103
H 3.87725 -0.62312 1.92067 -0.0071 0.0045 -0.0055 0.086
H 0.47502 2.79782 4.34401 -0.0080 -0.0238 0.0034 0.098
H -0.31449 5.07534 4.76156 -0.0023 0.0010 0.0027 0.106
H -0.13565 6.80027 2.99818 -0.0007 0.0028 0.0006 0.106
H 0.87614 6.22407 0.81570 -0.0008 -0.0009 -0.0041 0.106
H 1.67033 3.94803 0.38775 -0.0079 -0.0130 -0.0103 0.097
C 1.78008 -4.96415 -0.03950 -0.0004 -0.0099 -0.0087 -0.054
C 1.95700 -3.75401 0.61209 -0.0188 0.0522 0.0075 -0.046
C 0.96892 -2.77955 0.54182 0.1455 -0.1451 0.1270 -0.059
C -0.19009 -3.04209 -0.17865 -0.1604 -0.0684 -0.1394 -0.241
C -0.37082 -4.24390 -0.85080 0.0001 0.0223 0.0128 0.003
C 0.61867 -5.20750 -0.76578 0.0020 -0.0040 0.0010 -0.045
N -1.10700 -1.95015 -0.35409 -0.1127 -0.1597 -0.1970 -0.003
N -2.28871 -2.23047 -0.53677 0.1612 0.0627 0.0414 0.160
C -2.71259 0.27679 -1.16941 -0.0580 0.1218 -0.0186 -0.287
C -3.83561 1.23777 -1.07477 -0.0005 0.0077 -0.0007 -0.003
C -3.63588 2.55320 -0.95991 -0.0416 -0.0109 -0.0072 -0.050
C -2.30633 3.11220 -0.80686 0.0679 0.0092 0.0101 -0.053
C -1.21871 2.33448 -0.76989 -0.0664 0.0308 0.0010 -0.057
C -1.30142 0.87837 -0.99139 0.0347 -0.1374 0.0364 -0.231
H 2.54813 -5.72333 0.01703 0.0042 -0.0023 -0.0023 0.115
H 2.85196 -3.56855 1.19076 0.0050 -0.0116 0.0020 0.115
H 1.07673 -1.87479 1.13969 -0.0571 0.0121 -0.0542 0.073
H -1.26578 -4.39609 -1.43894 -0.0054 0.0015 0.0051 0.119
H 0.49104 -6.15086 -1.27908 -0.0010 -0.0027 0.0008 0.116
H -4.84207 0.83354 -1.07975 -0.0051 -0.0041 0.0010 0.120
H -4.48501 3.22208 -0.90758 -0.0093 -0.0072 -0.0020 0.110
H -2.20841 4.17770 -0.64115 0.0030 0.0012 -0.0007 0.110
H -0.25730 2.76154 -0.52727 0.0269 0.0124 0.0100 0.073
O -3.67066 -3.49050 -4.95037 0.0108 -0.0148 0.0062 -0.053
C -4.36940 -2.40521 -4.35712 -0.0278 -0.0037 0.0160 -0.204
C -3.52072 -1.85968 -3.24006 -0.0210 0.0280 0.0422 -0.183
C -4.04297 -1.64892 -2.03129 0.0040 -0.0354 -0.0539 0.010
C -3.21154 -1.14073 -0.87195 0.0942 -0.0625 0.0920 -0.220
N -1.81310 0.44197 -2.28878 -0.0935 0.0183 -0.0135 0.111
C -1.35564 -0.60885 -3.07891 0.0367 -0.0250 -0.0258 -0.191
C -2.11576 -1.60278 -3.56601 0.0473 0.0574 -0.0228 0.029
C 0.07492 -0.53346 -3.48168 0.0137 -0.0080 0.0586 -0.179
C 0.45422 -0.53703 -4.81314 0.0192 0.0014 -0.0124 0.064
C 1.80367 -0.51913 -5.13816 -0.0398 0.0108 -0.0030 -0.158
C 2.24688 -0.48437 -6.58082 0.0139 0.0071 -0.0166 -0.202
O 1.30347 -1.04398 -7.46622 -0.0147 -0.0018 0.0117 -0.042
C 2.72644 -0.49401 -4.09962 0.0137 0.0282 0.0249 0.008
C 2.27121 -0.47485 -2.79717 -0.0213 0.0149 -0.0352 -0.092
N 0.97233 -0.49575 -2.48291 -0.0111 -0.2079 -0.0105 0.063
H -4.15817 -3.78978 -5.72337 0.0011 0.0013 -0.0004 0.095
H -5.33613 -2.72640 -3.95956 -0.0031 0.0166 -0.0099 0.122
H -4.54334 -1.60902 -5.09066 0.0113 -0.0105 -0.0023 0.134
H -5.08106 -1.88692 -1.83790 -0.0062 0.0002 0.0022 0.122
H -3.86185 -1.09512 0.00596 -0.0056 0.0176 -0.0001 0.141
H -1.66321 -2.26990 -4.28807 -0.0143 -0.0106 -0.0064 0.123
H -0.29597 -0.54693 -5.59085 -0.0018 -0.0017 -0.0025 0.136
H 3.23092 -0.95256 -6.67728 -0.0105 -0.0142 0.0067 0.130
H 2.35934 0.56039 -6.87941 0.0169 -0.0041 0.0097 0.141
H 1.34723 -2.00421 -7.41384 0.0079 0.0042 -0.0139 0.102
H 3.79068 -0.48482 -4.29533 0.0026 0.0028 -0.0052 0.124
H 2.96526 -0.43853 -1.96753 0.0129 -0.0229 -0.0100 0.107
```
Forces are in eV/Å.

Its net charge is +1. As for the spin multiplicity: 5. Its gap between HOMO and LUMO (spin up / spin down) is 6.69 / 7.11 eV.